1.
DFT (ωB97M-V/def2-TZVPD) results for a single C2H7NO molecule at a distorted geometry.

Max |F|: 3.55 eV/A
Calculated total energy: -5723.452 eV
LUMO: 0.857 eV
Orbital gap: 9.67 eV
ΔE to the lowest compared entry with this formula, charge and spin: 41.3 kcal per mole

Last column: Mulliken charge in e.
CARTESIAN COORDINATES (ANGSTROEM)
1 C -0.900 -0.404 -1.124  -0.6154
2 N -0.907 -0.067 0.288  -0.4030
3 C 0.305 0.686 0.621  -0.3797
4 O 1.317 -0.178 0.244  -0.4916
5 H -0.631 -1.537 -1.165  0.2555
6 H 0.004 0.074 -1.532  0.2242
7 H -1.873 0.049 -1.451  0.2620
8 H -0.925 -0.778 0.969  0.2314
9 H 0.352 1.608 -0.004  0.2910
10 H 0.296 1.077 1.647  0.3471
11 H 2.160 -0.288 0.581  0.2784

2.
DFT (ωB97M-V/def2-TZVPD) results for a single C2H7NO molecule at a distorted geometry.

Max |F|: 3.30 eV/A
Calculated total energy: -5724.079 eV
LUMO: 1.126 eV
Orbital gap: 9.83 eV
ΔE to the lowest compared entry with this formula, charge and spin: 26.8 kcal per mole

Last column: Mulliken charge in e.
CARTESIAN COORDINATES (ANGSTROEM)
1 C 1.232 0.882 0.254  -0.8755
2 N 0.216 0.129 -0.486  -0.2805
3 C -0.702 -0.705 0.149  -0.2715
4 O -1.983 -0.825 -0.542  -0.5318
5 H 0.916 1.369 1.196  0.2974
6 H 2.069 0.236 0.514  0.2711
7 H 1.655 1.713 -0.310  0.3166
8 H -0.104 0.810 -1.156  0.2573
9 H -1.019 -0.283 1.109  0.2413
10 H -0.364 -1.718 0.369  0.2625
11 H -1.916 -1.608 -1.099  0.3130

Question: Which value of ΔE to the lowest compared entry with this formula, charge and spin does entry 1 give?
Answer: 41.3 kcal per mole